1.
# H16O8

A 8-piece molecular cluster, H16O8 overall at a distorted geometry (the ωB97M-V functional and the def2-TZVPD basis, the Open Molecules 2025 dataset).

Each line ends with the Löwdin charge.
Geometry (Å):
H1 2.6367 1.8589 0.4341  0.09
O1 0.3744 -1.4652 0.2309  -0.10
O2 -3.6249 -2.4238 2.6512  -0.06
H2 0.3901 -0.7453 -0.4820  0.04
H3 -0.1852 2.6449 -3.3207  0.05
H4 -3.5778 -2.7871 3.5362  0.03
O3 -1.5916 0.4503 -1.5636  -0.01
H5 -0.9143 2.3309 3.3764  0.10
H6 -2.9071 -1.7720 2.6141  0.04
H7 -2.5578 0.2569 -1.5217  0.10
H8 2.2514 1.4244 1.9220  -0.04
H9 -1.3014 0.1335 -2.3532  -0.02
O4 -0.6771 2.8412 -2.4890  -0.09
O5 2.9706 1.6282 1.3797  -0.07
H10 0.8234 -3.2681 -0.6837  0.06
H11 2.2933 0.2823 -2.5675  0.09
H12 0.9583 -0.1585 -1.8750  -0.07
H13 2.1641 -3.8889 -0.2375  0.04
O6 1.3043 0.2663 -2.5910  -0.01
O7 1.6665 -3.0646 -0.2273  -0.11
H14 -0.8619 1.7567 1.8537  0.02
O8 -0.3350 1.8792 2.6537  -0.10
H15 -0.6382 1.9923 -2.0419  -0.04
H16 0.7294 -0.9534 0.9905  0.07

Atoms 1-6, force components in eV/Å:
H 0.6 -0.6 2.9
O -1.3 4.5 -0.5
O 0.3 0.4 -0.2
H -0.6 -1.6 1.9
H -0.5 0.4 0.9
H 0.0 -0.1 0.2

Output
- Spin multiplicity: 1
- Total charge: 0
- HOMO energy: -10.61 eV
- LUMO level: 0.01 eV
- Structure (SMILES): O.O.O.O.O.O.O.O
- DFT total energy: -611.42425 Ha



2.
# C3H8N4O2

The molecule C3H8N4O2 at a distorted geometry (the ωB97M-V functional and the def2-TZVPD basis, the Open Molecules 2025 dataset).

Each line ends with the Löwdin charge.
Geometry (Å):
C1 0.3448 1.3996 0.6996  -0.18
C2 0.8041 -1.9736 -0.1250  -0.34
H1 1.8075 -0.8819 1.2717  0.13
N1 -1.8675 0.7747 0.4211  -0.37
H2 1.0506 -2.8611 0.4729  0.12
H3 0.1764 2.3380 0.1596  0.12
H4 2.0808 0.9223 -0.4710  0.12
O1 -1.7771 1.3445 -0.8961  0.06
C3 1.1279 0.4440 -0.2218  -0.19
N2 1.3676 -0.8465 0.3682  -0.02
N3 0.1022 -1.9583 -1.1778  0.07
H5 -2.6212 1.1698 -1.3362  0.12
H6 -0.2450 -2.8666 -1.4633  0.04
H7 0.9201 1.6015 1.6047  0.11
N4 -0.8953 0.8392 1.1485  0.10
O2 -2.9409 0.3021 0.6813  0.04
H8 0.5651 0.2524 -1.1364  0.09

Atoms 1-6, force components in eV/Å:
C 0.3 0.2 -0.8
C 0.0 -0.5 0.2
H 0.0 -0.1 -0.1
N -0.6 0.4 -1.4
H -0.1 0.1 -0.1
H 0.1 0.0 0.1

Output
- Spin multiplicity: 1
- Total charge: 0
- HOMO energy: -8.95 eV
- LUMO level: 0.79 eV
- Structure (SMILES): [H]/N=C/NCC/N=[N+](/[O-])O
- DFT total energy: -488.47959 Ha



3.
# C11H6CdF6N2O4S3Te4

C11H6CdF6N2O4S3Te4 as an isolated structure at a distorted geometry (the ωB97M-V functional and the def2-TZVPD basis, the Open Molecules 2025 dataset).

Each line ends with the Löwdin charge.
Geometry (Å):
H1 5.7288 -1.0246 0.2693  0.05
C1 3.3264 3.2134 -2.3981  -0.05
O1 -1.7375 0.9141 -0.5003  -0.44
H2 0.6936 5.0817 -3.4090  0.09
F1 -2.5060 4.3455 3.4403  0.13
S1 4.9828 0.8648 -1.0781  0.95
H3 -0.4450 3.3296 -2.0561  0.09
Te1 -4.2744 -6.3307 2.7337  -0.53
F2 -0.4442 4.3202 4.1227  0.12
C2 2.6291 0.2575 -0.1506  -0.30
C3 -3.3685 2.9162 -0.4831  -0.67
F3 -0.8940 4.7183 2.0362  0.12
S2 -2.7473 1.4276 0.4138  0.52
C4 2.6147 2.2696 -1.6500  -0.30
Cd1 0.5139 0.6668 0.2208  1.14
F4 -2.3676 3.7678 -0.7588  0.10
C5 3.2702 1.1602 -0.9501  -0.57
H4 4.4039 3.1394 -2.4647  0.08
C6 3.5607 -0.6765 0.3922  -0.24
F5 -3.9254 2.5532 -1.6439  0.13
F6 -4.2845 3.5783 0.2272  0.13
N1 -2.1753 2.1546 1.6232  -0.31
O2 -3.9036 0.6285 0.6349  -0.28
N2 1.2753 2.3450 -1.5552  0.05
O3 -1.5093 1.5530 3.9859  -0.25
C7 4.8480 -0.4612 0.0001  -0.45
Te2 -2.0413 -4.8688 3.1966  -0.33
C8 1.2661 4.3014 -2.9276  -0.08
Te3 -0.1116 -1.6228 1.7170  -0.17
H5 3.1932 4.9704 -3.6107  0.10
C9 0.6315 3.3290 -2.1730  -0.13
C10 2.6479 4.2323 -3.0346  -0.08
O4 0.2270 2.0107 2.3057  -0.42
S3 -1.1331 2.1940 2.7717  0.54
C11 -1.2582 4.0008 3.1065  -0.67
Te4 -2.6730 -2.6086 1.7735  -0.16
H6 3.2707 -1.4842 1.0511  0.07

Atoms 1-6, force components in eV/Å:
H 0.0 0.0 0.0
C 0.0 0.0 0.0
O 0.0 0.2 -0.1
H 0.0 0.0 0.0
F 0.2 0.0 0.0
S 0.0 0.1 0.1

Output
- Spin multiplicity: 1
- Total charge: -2
- HOMO energy: -0.42 eV
- LUMO level: 3.48 eV
- DFT total energy: -3866.92618 Ha



4.
# H2

The molecule H2 (the ωB97M-V functional and the def2-TZVPD basis, the Open Molecules 2025 dataset).

Each line ends with the Löwdin charge.
Geometry (Å):
H1 -0.2752 0.2515 -0.0184  0.00
H2 0.2752 -0.2515 0.0184  0.00

Force components x, y, z for each atom (eV/Å):
H 0.1 -0.1 0.0
H -0.1 0.1 0.0

Output
- Spin multiplicity: 1
- Total charge: 0
- HOMO energy: -14.45 eV
- LUMO level: 2.58 eV
- Structure (SMILES): [H][H]
- DFT total energy: -1.16086 Ha